The following is a quantum chemistry calculation of a cluster of 10 separate species, C30H58O30 in total at a distorted geometry, from the Open Molecules 2025 dataset.

Summary:
Energy above the lowest of the compared OMol25 structures with the same formula, charge and spin ... 15.1 kcal/mol
SMILES string ... COC(=O)OC.COC(=O)OC.COC(=O)OC.COC(=O)OC.COC(=O)OC.COC(=O)OC.COC(=O)OC.COC(=O)OC.COC(=O)OC.O=C1OCCO1
F_max ... 2.423 eV/Å
HOMO-LUMO gap ... 10.773 eV
E_tot ... -93474.3076 eV

```
118
C30H58O30 ωB97M-V with the def2-TZVPD basis set
C -0.86991 -2.92360 2.40021
O -0.30105 -4.19116 2.00896
C -0.86781 -4.87124 1.02692
O -1.97440 -4.68716 0.55482
O -0.02895 -5.83218 0.60175
C -0.54725 -6.70694 -0.37022
H -1.25727 -2.52520 1.46577
H -0.00486 -2.34558 2.71372
H -1.58426 -2.95437 3.21526
H -1.38431 -7.31441 -0.00990
H 0.19286 -7.47166 -0.61696
H -0.83386 -6.20419 -1.29272
C 1.94850 5.95354 -1.89077
O 1.52645 4.99780 -0.90700
C 1.45146 5.44575 0.32419
O 1.75878 6.55155 0.61224
O 1.09023 4.50296 1.13790
C 0.75591 4.82716 2.48143
H 2.99108 6.19262 -1.69100
H 1.34128 6.85629 -1.88200
H 1.79625 5.46153 -2.84461
H 1.63408 4.65616 3.10397
H 0.04048 4.08889 2.84622
H 0.29990 5.80654 2.57496
C -8.76669 -2.25285 -3.00427
O -8.09227 -1.81788 -1.83781
C -6.81645 -1.54846 -1.98855
O -6.19468 -1.51403 -2.99403
O -6.34991 -1.23408 -0.80198
C -4.93557 -1.10936 -0.67063
H -8.73774 -3.33391 -3.10952
H -8.32253 -1.81472 -3.90053
H -9.77790 -1.86391 -2.94010
H -4.65430 -1.15371 0.37519
H -4.69986 -0.11885 -1.06725
H -4.33601 -1.83872 -1.21297
C -6.40887 1.38168 1.87520
O -5.37309 1.79260 1.02480
C -5.62618 2.73983 0.11455
O -6.65026 3.36093 -0.01267
O -4.55869 2.94775 -0.65560
C -3.34998 2.29656 -0.34544
H -7.30499 1.03114 1.35549
H -6.80269 2.12473 2.57749
H -6.02064 0.56149 2.47500
H -2.55573 2.57393 -1.02987
H -3.47013 1.21491 -0.33300
H -2.97455 2.55496 0.65395
C 2.80540 -2.50096 0.75906
O 3.55293 -3.38228 -0.03130
C 4.72351 -3.77027 0.40950
O 5.26212 -3.40499 1.41194
O 5.31335 -4.62709 -0.40062
C 4.59935 -5.02608 -1.55091
H 1.78677 -2.41301 0.39494
H 3.23265 -1.49101 0.71069
H 2.79759 -2.75643 1.81965
H 3.66176 -5.53382 -1.29784
H 5.21528 -5.77825 -2.03123
H 4.33328 -4.19440 -2.19749
C 1.78588 3.31579 8.31256
O 1.16742 3.25433 7.04112
C 1.84061 2.59823 6.09668
O 2.93235 2.13198 6.16499
O 1.05681 2.56098 4.99051
C 1.57600 1.79578 3.89740
H 2.84753 3.08959 8.28084
H 1.30515 2.59932 8.98117
H 1.66629 4.29212 8.77661
H 2.41666 2.29959 3.41887
H 0.79417 1.60462 3.15075
H 1.81328 0.75542 4.15372
C -0.38147 1.88459 -4.28214
O -0.90186 0.62241 -4.72759
C -2.04124 0.21974 -4.14233
O -2.75451 0.89737 -3.47695
O -2.30665 -1.02932 -4.52208
C -3.66581 -1.43817 -4.49343
H -0.86551 2.72136 -4.78362
H 0.66789 1.85899 -4.58121
H -0.44614 1.99759 -3.20266
H -4.06440 -1.46149 -3.47793
H -3.74987 -2.42476 -4.93737
H -4.31051 -0.77082 -5.07160
C 4.68882 3.98794 0.62365
O 5.12771 3.04512 1.59524
C 4.70108 1.79040 1.60101
O 3.86947 1.32948 0.82995
O 5.26080 1.15446 2.61977
C 5.17646 -0.25826 2.64614
H 4.71495 3.58023 -0.39116
H 5.41605 4.79184 0.63316
H 3.67042 4.28603 0.85145
H 5.66922 -0.67904 3.51600
H 5.60517 -0.74586 1.76995
H 4.13753 -0.59487 2.69577
C 0.46192 -3.21529 -2.25117
O 1.59101 -2.36366 -2.21764
C 2.63785 -2.49324 -3.00593
O 2.69948 -3.17982 -4.00050
O 3.56823 -1.61892 -2.64550
C 4.44510 -1.21068 -3.70821
H -0.20472 -2.85024 -1.45282
H 0.74336 -4.18295 -1.83479
H -0.20858 -3.11610 -3.09973
H 5.20133 -0.61949 -3.20526
H 3.87280 -0.58280 -4.38656
H 4.85899 -2.09011 -4.18683
O -1.80923 -0.94570 -0.09785
C -0.78737 -0.35959 -0.16922
O 0.08918 -0.16784 0.82462
C 0.92306 0.93304 0.48572
C 0.93006 0.81645 -1.04955
O -0.25967 0.02690 -1.35303
H 0.62336 1.89369 0.88980
H 1.96919 0.77338 0.75276
H 1.80548 0.29684 -1.42919
H 0.75175 1.77892 -1.52333
```



The following is a quantum chemistry calculation of a cluster of 3 separate species, C30H59F3NO3 in total at a distorted geometry, from the Open Molecules 2025 dataset.

Summary:
Net charge ... +1
F_max ... 9.778 eV/Å
HOMO-LUMO gap ... 8.380 eV
E_tot ... -47830.9526 eV

```
96
C30H59F3NO3 ωB97M-V with the def2-TZVPD basis set
C 2.12601 0.98882 -3.20853
C 1.83371 1.00696 -1.83335
C 1.22626 1.05486 -0.28191
C 2.42114 1.15917 0.83688
C 2.48191 2.60653 1.63543
C 1.80040 2.52697 3.16066
C 0.55398 1.45847 3.02644
C -0.47994 1.49073 4.33820
C -1.90019 2.08323 3.77266
C -3.04224 2.36343 4.91631
C -4.20000 3.36191 4.23800
C -5.70266 2.71335 4.27986
C -6.52035 2.73685 2.86137
C -6.24247 4.04409 1.91257
C -5.54807 3.51224 0.52633
C -3.99557 3.98338 0.29646
C -3.79075 5.61792 0.15249
C -2.20624 6.08268 0.26279
C -1.76630 6.29291 1.83674
C 1.14103 -0.03593 2.69552
N 2.43405 0.05099 1.86692
C 2.74030 -1.33013 1.25291
O 4.16420 -1.35933 0.87319
C 4.42753 -2.30182 -0.22591
F 3.73424 -1.86877 -1.48799
F 5.89696 -2.35422 -0.50954
F 3.99459 -3.65012 0.24088
H 2.19197 0.96982 -4.39520
H 0.54112 2.02243 -0.16082
H 0.51125 0.13390 -0.05132
H 3.44662 1.09004 0.23281
H 2.03601 3.50546 1.03121
H 3.63525 2.85247 1.79963
H 2.62234 2.02180 3.86370
H 1.49325 3.58250 3.57040
H -0.06982 1.80820 2.07064
H 0.00575 2.16187 5.18882
H -0.63579 0.37532 4.68024
H -2.36942 1.41763 2.90165
H -1.64319 3.13585 3.27164
H -3.48531 1.32358 5.22891
H -2.63485 2.86520 5.90268
H -3.79333 3.62456 3.17333
H -4.19129 4.34460 4.89132
H -6.34889 3.17789 5.16359
H -5.56231 1.56418 4.57043
H -7.67882 2.77570 3.14654
H -6.35956 1.69913 2.33940
H -5.67220 4.91934 2.44145
H -7.30591 4.48764 1.60357
H -6.17766 3.92067 -0.37526
H -5.55634 2.32426 0.41068
H -3.22489 3.50905 1.07265
H -3.66597 3.53260 -0.75893
H -4.18368 5.88903 -0.94056
H -4.41632 6.18458 0.97228
H -2.13739 7.14620 -0.24438
H -1.45903 5.37558 -0.29529
H -0.75378 6.90695 1.93435
H -1.57673 5.24107 2.31413
H -2.59031 6.82931 2.47355
H 1.38201 -0.55930 3.71560
H 0.38546 -0.67408 2.06248
H 3.25983 0.23984 2.50998
H 2.62484 -2.11694 2.14313
H 1.99589 -1.58693 0.38211
C 2.68373 -2.37399 -4.73277
C 1.77575 -1.79680 -5.80373
O 2.48252 -1.13648 -6.85345
C 3.40013 -1.93369 -7.59742
C 2.74990 -3.11329 -8.29836
H 3.31164 -1.58885 -4.29788
H 2.08887 -2.83033 -3.93430
H 3.35034 -3.14087 -5.13262
H 1.12399 -1.04480 -5.34616
H 1.11374 -2.56454 -6.21945
H 4.22407 -2.26009 -6.95488
H 3.84341 -1.27630 -8.35389
H 2.30023 -3.81250 -7.58893
H 3.49066 -3.66426 -8.88707
H 1.95331 -2.76971 -8.96799
C 1.18583 -8.92983 -0.22444
C 2.05342 -8.94957 -1.47001
O 1.74666 -7.90534 -2.39355
C 1.89474 -6.57189 -1.91289
C 3.30726 -6.24160 -1.46432
H 0.12609 -8.99503 -0.49373
H 1.43514 -9.77434 0.42696
H 1.32017 -8.01227 0.35209
H 1.88759 -9.89324 -2.00072
H 3.11823 -8.92509 -1.21298
H 1.17016 -6.37492 -1.11636
H 1.62557 -5.90877 -2.74280
H 3.62605 -6.86634 -0.62618
H 3.37294 -5.19601 -1.14600
H 4.01753 -6.40546 -2.28266
```